Record 1
DFT (wB97M-V/def2-TZVPD) results for an isolated molecule of C5H10O2.

Geometry as XYZ:
```
17
Properties=species:S:1:pos:R:3:forces:R:3:nbo_charge:R:1
C -0.2640 1.5929 0.6665 -0.019 0.080 0.009 -0.621
C 0.6381 0.4713 0.1829 0.028 0.087 0.057 -0.274
C 0.4254 -0.9129 0.8646 0.332 -0.104 -0.038 0.108
O -0.5781 -0.9954 1.8455 -0.220 0.061 -0.056 -0.701
C 0.1165 -1.5397 -0.5155 -0.030 -0.124 -0.024 -0.459
C 0.2837 -0.1712 -1.1937 0.273 -0.121 0.053 0.098
O -0.9426 0.2388 -1.7632 0.007 0.243 -0.172 -0.717
H -0.0855 2.5141 0.1012 -0.014 -0.097 0.061 0.210
H -0.0812 1.8043 1.7249 -0.027 -0.027 -0.160 0.226
H -1.3226 1.3414 0.5420 0.136 0.062 0.026 0.206
H 1.6860 0.7889 0.2276 -0.139 -0.054 -0.006 0.209
H 1.3234 -1.3102 1.3427 -0.077 0.053 -0.073 0.177
H -1.3771 -0.5928 1.4828 0.025 -0.112 0.113 0.463
H 0.8089 -2.3191 -0.8463 -0.108 0.109 0.062 0.217
H -0.9080 -1.9152 -0.6025 0.118 0.052 0.024 0.227
H 1.0957 -0.1200 -1.9333 -0.172 0.012 0.113 0.161
H -0.8187 1.1247 -2.1264 -0.115 -0.121 0.012 0.468
```
Forces are in eV/Å.

Output
net charge	0
relative energy (zero: lowest compared OMol25 entry of this formula, charge and spin)	180.15	kJ/mol
structure (SMILES)	C[C@@H]1[C@H](O)C[C@@H]1O
electronic energy	-346.9568	Ha

---

Record 2
DFT (wB97M-V/def2-TZVPD) results for a cluster of 9 separate species, C24H72N6O9 in total in a non-equilibrium geometry.

Geometry as XYZ:
```
111
Properties=species:S:1:pos:R:3:forces:R:3:lowdin_charge:R:1
O 0.2591 0.1487 0.3629 0.094 -0.259 -0.096 -0.093
H -0.3607 0.8088 0.6941 -0.499 0.336 -0.056 -0.009
H 1.1156 0.4775 0.6762 0.360 0.068 -0.027 -0.006
O -1.5383 2.2448 1.0571 0.419 -0.171 1.683 -0.092
H -1.5598 2.1764 2.0634 0.091 0.083 -1.268 0.028
H -2.4163 2.5158 0.7883 -0.391 0.015 -0.367 0.015
O -3.6457 2.2436 -1.2580 -0.254 -0.689 -0.116 -0.111
H -4.5066 2.0193 -1.6508 0.424 0.229 0.270 0.031
H -3.1040 1.4242 -1.4195 -0.025 0.475 -0.130 0.000
C 1.4648 -3.0241 -0.5015 -0.075 -0.205 1.438 -0.053
C 2.8090 -2.5846 -1.1585 -1.668 0.401 1.353 -0.454
C 3.6499 -3.7811 -1.5033 1.824 0.043 0.613 -0.215
O 3.8828 -4.4721 -0.3007 0.683 0.464 0.553 -0.217
C 4.0480 -5.8602 -0.3419 -1.332 0.110 -0.577 -0.110
N 2.5531 -1.8206 -2.3377 -0.756 1.836 0.078 0.046
H 0.9438 -3.7495 -1.1555 0.110 0.268 0.365 0.088
H 0.7659 -2.1754 -0.2355 0.894 -0.569 -0.843 0.060
H 1.6531 -3.4729 0.5215 -0.085 0.057 -1.277 0.078
H 3.2633 -1.9046 -0.4033 0.381 -0.626 -0.424 0.131
H 4.6792 -3.4702 -1.8759 -1.302 -0.232 -0.249 0.149
H 3.1236 -4.4356 -2.2095 0.048 0.142 -0.211 0.126
H 4.9475 -6.2815 -0.8317 -0.236 0.497 0.234 0.096
H 3.1286 -6.2209 -0.8191 0.281 -0.656 -0.344 0.087
H 3.9376 -6.1420 0.6855 0.512 -0.556 0.576 0.080
H 2.5055 -2.3947 -3.1466 -0.332 -0.416 -0.759 0.058
H 1.6577 -1.3032 -2.1990 1.066 -0.548 -0.528 0.073
C 4.7727 0.9456 0.4039 1.192 -0.669 -1.935 -0.071
C 3.8993 1.8168 1.2398 -0.771 0.958 0.931 -0.414
C 3.3657 3.0756 0.5385 1.972 0.587 0.638 -0.183
O 2.7005 3.8805 1.5063 -0.250 -0.451 -0.495 -0.178
C 3.4342 4.9178 2.0929 -0.236 0.283 0.762 -0.123
N 2.7005 1.0810 1.6758 1.069 -1.315 -1.794 0.050
H 5.7285 1.3892 0.0185 -1.057 0.298 0.289 0.096
H 4.2639 0.4857 -0.4899 0.135 0.727 0.758 0.085
H 5.1718 0.0922 0.9207 -0.145 -0.520 0.777 0.065
H 4.4204 2.2474 2.1449 0.026 -0.694 -0.769 0.148
H 2.7195 2.8353 -0.2725 -0.903 -0.262 -0.356 0.081
H 4.2112 3.6467 0.0830 -0.349 -0.262 0.362 0.137
H 4.0880 5.4235 1.4201 0.415 0.381 -1.041 0.071
H 4.0889 4.6691 2.9433 -0.365 -0.546 -0.002 0.087
H 2.6908 5.6350 2.4326 0.058 0.106 0.182 0.089
H 2.8274 0.0817 1.8532 0.111 0.749 0.420 0.091
H 2.1912 1.5855 2.3370 -0.864 0.527 1.383 0.060
C -2.8869 -1.8421 -2.7270 -0.016 0.360 0.368 -0.043
C -1.8769 -0.7398 -3.0920 0.030 -0.268 -0.559 -0.429
C -2.3195 0.0173 -4.3426 0.303 -0.055 1.149 -0.231
O -2.3926 -0.8837 -5.3977 0.440 -0.117 -1.389 -0.182
C -1.5842 -0.3989 -6.4724 -0.826 1.289 0.901 -0.095
N -1.6989 0.1991 -2.0126 -1.774 -0.691 0.510 0.055
H -2.5190 -2.4056 -1.8592 -0.064 0.015 -0.184 0.072
H -3.1293 -2.5425 -3.5398 0.367 0.374 0.160 0.080
H -3.8172 -1.3543 -2.4140 -0.004 -0.070 -0.022 0.077
H -0.9224 -1.2268 -3.3319 0.072 -0.141 -0.232 0.129
H -1.5761 0.7840 -4.5933 -0.187 0.202 0.401 0.104
H -3.2890 0.4897 -4.1463 -0.012 0.090 -0.112 0.132
H -1.9024 0.6569 -6.6897 0.190 -0.876 -0.287 0.101
H -1.7301 -1.0416 -7.3030 -0.053 -0.487 -0.825 0.073
H -0.5326 -0.3317 -6.1907 0.183 -0.280 0.060 0.084
H -1.4836 -0.2928 -1.1678 0.377 -0.025 0.440 0.057
H -1.0587 0.9445 -2.1645 0.815 0.619 -0.283 0.022
C 1.9227 1.6065 -2.7759 0.517 -1.255 0.676 -0.067
C 1.2306 2.9452 -2.6703 -1.249 0.428 -0.975 -0.395
C 0.9868 3.4159 -4.1281 -0.102 -0.442 0.163 -0.219
O 2.2240 3.6833 -4.7399 0.776 -0.031 -0.282 -0.204
C 2.1267 3.8653 -6.1456 -1.258 1.528 0.748 -0.099
N -0.0681 2.7720 -1.9658 0.655 -0.322 -0.547 0.055
H 1.2361 0.7823 -3.1054 0.288 0.830 0.469 0.080
H 2.3994 1.3152 -1.8100 -0.560 -0.025 -0.571 0.061
H 2.7366 1.5957 -3.5027 -0.024 0.356 0.017 0.082
H 1.8451 3.6780 -2.1504 0.346 0.129 -0.129 0.124
H 0.3615 4.2927 -4.2690 -0.353 0.393 0.511 0.117
H 0.4542 2.5997 -4.6407 0.096 -0.093 -0.031 0.117
H 3.0166 4.3522 -6.5406 0.128 0.041 0.355 0.081
H 1.2389 4.5742 -6.3192 1.052 -1.109 -0.280 0.110
H 2.0306 2.9179 -6.6452 -0.461 -0.476 -0.357 0.076
H 0.1442 2.4508 -1.0309 -0.297 0.020 0.257 0.049
H -0.6777 3.5829 -1.9067 0.437 0.050 -0.053 0.089
C -3.1227 0.8606 5.7558 0.168 0.986 -0.565 -0.058
C -2.7041 0.7443 4.2809 -0.258 0.373 0.552 -0.394
C -3.8709 1.0154 3.3180 0.643 -0.247 -0.900 -0.191
O -4.9944 0.2149 3.6515 1.881 -0.017 1.283 -0.184
C -6.0871 0.2638 2.8273 -0.423 -0.468 -0.994 -0.131
N -1.5264 1.6426 4.0250 -1.878 0.829 0.330 0.044
H -4.0400 0.3138 5.8852 -0.032 -0.685 0.604 0.066
H -3.3850 1.9019 6.0297 0.091 -0.178 -0.453 0.085
H -2.2654 0.6351 6.4003 -0.456 -0.582 0.060 0.081
H -2.3720 -0.2740 4.0843 0.041 -0.131 0.112 0.107
H -3.4731 0.8274 2.2844 -0.576 -0.156 0.573 0.126
H -4.1382 2.0633 3.3353 -0.228 0.612 0.161 0.124
H -6.9024 -0.2037 3.3570 -0.174 -0.669 -0.018 0.087
H -5.8753 -0.2215 1.8549 -0.301 0.121 0.293 0.103
H -6.4567 1.2514 2.6631 0.031 1.180 -0.373 0.076
H -0.7783 1.1422 4.4411 1.168 -0.383 0.173 0.058
H -1.6666 2.4498 4.6758 0.250 -0.630 -0.951 0.099
C 0.5014 -2.4498 2.9575 0.023 1.281 1.356 -0.073
C -0.7312 -3.0075 2.3374 -0.718 -2.928 0.663 -0.464
C -1.5819 -3.7814 3.4019 1.078 0.002 0.047 -0.195
O -1.8287 -2.8606 4.4395 -0.005 0.263 0.313 -0.228
C -2.7775 -3.2372 5.4208 0.937 -1.140 -1.148 -0.080
N -1.5699 -2.0485 1.6759 -0.043 -0.042 0.107 0.076
H 1.0849 -1.9032 2.2782 0.739 0.609 -1.546 0.028
H 1.2078 -3.0966 3.4526 -0.168 -0.733 0.286 0.085
H 0.2099 -1.6566 3.6575 -0.040 -0.280 0.305 0.080
H -0.4496 -3.8769 1.7286 0.027 0.476 -0.794 0.125
H -0.9442 -4.6327 3.7785 -0.599 0.574 -0.174 0.134
H -2.5123 -4.2078 2.9676 0.356 0.419 0.145 0.131
H -3.6707 -3.4937 4.8882 -1.153 0.290 0.077 0.081
H -2.8296 -2.4345 6.1146 -0.475 0.642 0.498 0.074
H -2.4961 -4.1579 5.9372 0.363 -0.037 0.199 0.087
H -0.9927 -1.4643 1.0564 -0.512 0.183 0.748 0.039
H -1.9806 -1.5545 2.4797 0.140 0.515 -1.037 0.061
```
Forces are in eV/Å.

Output
net charge	0
relative energy (zero: lowest compared OMol25 entry of this formula, charge and spin)	103.15	kJ/mol
structure (SMILES)	COC[C@H](C)N.COC[C@H](C)N.COC[C@H](C)N.COC[C@H](C)N.COC[C@H](C)N.COC[C@H](C)N.O.O.O
electronic energy	-1963.1627	Ha